[1]
Computed, not measured: a 10-piece molecular cluster, H20O10 overall, with the ωB97M-V functional and the def2-TZVPD basis.

Element x y z (Å)
O 1.34 0.83 2.63
H 0.77 0.28 2.09
H 0.85 0.95 3.44
O 3.16 1.41 0.80
H 3.54 2.12 1.31
H 2.42 1.10 1.32
O -2.75 1.69 1.14
H -2.02 1.09 0.97
H -2.56 2.45 0.59
O 0.91 3.93 0.43
H 1.74 3.71 0.00
H 0.34 3.19 0.26
O -0.16 -3.02 -0.74
H -0.06 -3.97 -0.84
H 0.54 -2.65 -1.27
O 0.41 1.70 -1.83
H 0.61 2.59 -2.11
H 1.25 1.25 -1.85
O -1.64 -0.06 -2.57
H -0.96 0.59 -2.46
H -1.17 -0.88 -2.74
O -0.17 0.00 0.41
H -0.40 -0.83 -0.01
H -0.12 0.63 -0.32
O 0.91 -3.64 1.76
H 0.45 -3.36 2.54
H 0.36 -3.36 1.03
O -2.84 -2.54 -1.10
H -1.95 -2.74 -0.82
H -2.78 -2.46 -2.06

Computed properties:
* max |F|: 1.25 eV/A
* ΔE to the lowest compared entry with this formula, charge and spin: 2.8471 eV
* SMILES: O.O.O.O.O.O.O.O.O.O
* E_tot: -764.37729 a.u.

Computed Löwdin charges, given in elementary charges: -0.05 0.01 0.06 -0.07 0.03 -0.04 -0.04 -0.01 0.03 -0.04 0.02 0.00 -0.03 0.09 0.08 -0.03 0.08 0.08 -0.04 -0.02 0.02 -0.02 0.03 0.00 -0.05 0.04 -0.03 -0.05 -0.03 0.02

[2]
Computed, not measured: a 10-piece molecular cluster, H20O10 overall, with the ωB97M-V functional and the def2-TZVPD basis.

Element x y z (Å)
O -1.77 -1.88 -0.63
H -1.94 -1.52 0.23
H -1.76 -2.83 -0.50
O 2.53 -1.89 0.80
H 1.97 -2.31 0.14
H 2.25 -0.97 0.79
O 1.70 -2.24 -1.95
H 1.29 -1.46 -1.59
H 1.46 -2.23 -2.88
O 0.27 -0.07 -0.66
H 0.13 0.58 0.04
H -0.58 -0.51 -0.75
O -0.94 2.39 0.15
H -1.52 3.10 0.40
H -1.11 2.25 -0.79
O -2.22 -2.49 -3.39
H -2.42 -1.86 -2.69
H -3.00 -3.03 -3.45
O 2.83 0.92 1.34
H 2.48 1.81 1.27
H 3.78 1.03 1.23
O -3.36 0.51 -0.36
H -3.85 1.31 -0.55
H -3.01 0.65 0.52
O 1.48 3.55 1.37
H 0.66 3.10 1.18
H 1.38 3.86 2.27
O 0.70 0.16 2.85
H 1.32 0.41 2.16
H 1.23 -0.34 3.47

Computed properties:
* max |F|: 0.99 eV/A
* ΔE to the lowest compared entry with this formula, charge and spin: 2.5859 eV
* SMILES: O.O.O.O.O.O.O.O.O.O
* E_tot: -764.38689 a.u.

Computed Löwdin charges, given in elementary charges: -0.04 0.05 0.07 -0.06 0.00 -0.03 -0.05 -0.02 0.04 -0.04 0.01 0.00 -0.04 0.06 0.06 -0.05 0.00 0.03 -0.04 0.01 0.08 -0.04 0.04 0.03 -0.04 0.00 0.06 -0.06 -0.04 0.04

[3]
Computed, not measured: a 10-piece molecular cluster, H20O10 overall, with the ωB97M-V functional and the def2-TZVPD basis.

Element x y z (Å)
H 0.69 -1.31 0.25
H -0.42 -0.30 0.47
H 1.84 -1.21 -2.93
H 0.95 -0.82 -1.76
H -4.52 0.87 -0.79
H -5.56 0.73 0.31
H 0.48 3.13 -1.49
H 1.52 2.68 -0.48
H 1.67 -1.91 1.97
H 1.00 -3.27 1.87
H 4.87 -0.85 -1.87
H 5.12 -1.88 -0.78
H -1.39 1.33 2.06
H -1.46 -0.15 1.72
H 3.52 3.43 1.14
H 3.94 2.10 0.55
H -2.74 2.22 -0.36
H -2.43 2.35 -1.84
H -3.66 -2.87 -1.28
H -2.52 -2.20 -0.54
O 0.42 -0.60 0.84
O 1.00 -1.43 -2.50
O -4.94 0.21 -0.23
O 0.58 2.87 -0.57
O 1.85 -2.83 1.75
O 4.64 -1.07 -0.95
O -1.62 0.47 2.44
O 3.25 2.51 1.08
O -2.01 2.36 -0.97
O -3.28 -2.77 -0.40

Computed properties:
* max |F|: 0.66 eV/A
* ΔE to the lowest compared entry with this formula, charge and spin: 3.9444 eV
* SMILES: O.O.O.O.O.O.O.O.O.O
* E_tot: -764.33697 a.u.

Computed Löwdin charges, given in elementary charges: 0.03 0.03 0.03 0.01 0.01 0.04 0.03 0.00 0.02 0.04 0.03 0.04 0.04 0.00 0.04 0.04 0.03 0.04 0.04 0.02 -0.04 -0.05 -0.05 -0.08 -0.06 -0.06 -0.05 -0.05 -0.05 -0.06

no.,highest occupied orbital energy (eV)
1,-11.09
2,-10.03
3,-11.01